A molecular structure, C17H12BrF6N2O9S2SeTa. Source: the OMol25 dataset; level of theory: ωB97M-V/def2-TZVPD.

Results
**Total charge**: 0
**Highest occupied orbital energy**: -9.39 eV
**Lowest unoccupied orbital energy**: -1.6 eV
**Maximum force**: 0.5 eV/A
**Relative energy (zero: lowest compared OMol25 entry of this formula, charge and spin)**: 0.00 kJ/mol
**Orbital gap**: 0.2858 Ha

XYZ file:
```
51
Properties=species:S:1:pos:R:3:forces:R:3
Ta -0.03316 0.48466 0.26656 0.0 -0.3 -0.3
O 1.44168 2.95569 -2.30149 0.0 0.0 0.0
C 0.46884 2.35466 -1.96809 0.0 0.0 0.2
O 0.15106 2.15600 -0.66075 0.0 -0.1 0.0
C -0.51473 1.69557 -2.91784 0.1 0.0 -0.1
C -1.89316 1.48299 -2.28302 -0.1 0.0 0.1
C -2.92453 1.08329 -3.32848 0.0 0.0 0.0
C -2.51104 -0.37321 -3.64271 0.0 0.0 0.0
C -1.31130 -0.56244 -2.72578 0.0 0.0 0.1
O -1.67424 0.23070 -1.55379 0.0 0.0 0.0
C -0.09232 0.21997 -3.25051 0.0 0.0 -0.1
C 1.15213 -0.26314 -2.53877 0.0 -0.2 0.4
O 2.10988 -0.74067 -3.05841 0.1 0.1 -0.1
O 1.04260 -0.19216 -1.18231 0.0 0.1 -0.1
H -0.54774 2.30336 -3.81937 0.0 0.0 0.0
H -2.20360 2.25972 -1.59597 0.0 0.0 0.0
H -2.88566 1.74301 -4.19391 0.0 0.0 0.0
H -3.92659 1.13359 -2.90856 0.0 0.0 0.0
H -2.24093 -0.53419 -4.68526 0.0 0.0 0.0
H -3.29869 -1.07721 -3.38231 0.0 0.0 0.0
H -1.10616 -1.58081 -2.42046 0.0 0.0 0.0
H 0.07429 0.07065 -4.31447 0.0 0.0 0.0
F -1.91383 -2.76282 4.74240 0.0 0.0 0.0
C -1.17116 -1.83001 4.17299 0.0 0.0 0.0
F 0.11169 -2.13554 4.28533 0.0 0.0 0.0
F -1.40115 -0.65391 4.74219 0.0 0.0 0.0
S -1.64474 -1.70410 2.39702 0.2 0.5 0.0
O -0.70396 -0.61128 1.94414 -0.3 -0.4 0.1
O -3.01736 -1.35273 2.33290 0.0 0.0 0.0
N -1.24003 -3.09225 1.85148 0.1 0.0 -0.1
S -0.54591 -3.24276 0.43807 -0.1 -0.3 0.1
O -0.55436 -1.97742 -0.28414 0.0 0.4 0.1
O -0.97467 -4.40951 -0.24401 0.0 0.1 0.0
C 1.22485 -3.51574 0.86010 0.1 0.0 0.1
F 1.91216 -3.66503 -0.26097 0.0 0.0 0.0
F 1.68553 -2.45501 1.52761 0.0 0.0 -0.1
F 1.34923 -4.59628 1.61640 0.0 0.1 0.0
Se -1.92523 1.86333 1.46814 0.0 -0.1 0.0
C -2.02733 3.41584 0.48833 0.0 0.1 0.1
N -2.13403 4.39562 -0.10865 0.0 0.0 -0.1
Br 5.49693 1.78701 4.00224 0.0 0.0 0.0
C 3.94561 1.43002 2.98488 0.0 0.0 0.0
C 4.01153 1.47865 1.60168 0.0 0.0 0.0
C 2.87135 1.20823 0.86449 0.0 0.0 0.0
C 1.65883 0.87410 1.48733 0.0 0.0 0.0
C 1.63046 0.85227 2.88899 0.1 0.0 0.0
C 2.76224 1.12739 3.63816 0.0 0.0 0.0
H 4.94025 1.72758 1.10769 0.0 0.0 0.0
H 2.93664 1.25785 -0.21525 0.0 0.0 0.0
H 0.71355 0.62891 3.41757 0.0 0.0 0.0
H 2.72623 1.10755 4.71857 0.0 0.0 0.0
```
Positions in Å, forces in eV/Å.

=====

A molecular structure, C11H33IrN2O2Se4Si4. Source: the OMol25 dataset; level of theory: ωB97M-V/def2-TZVPD.

Results
**Total charge**: 0
**Highest occupied orbital energy**: -7.01 eV
**Lowest unoccupied orbital energy**: -0.3 eV
**Maximum force**: 0.5 eV/A
**Relative energy (zero: lowest compared OMol25 entry of this formula, charge and spin)**: 0.00 kJ/mol
**Orbital gap**: 0.2467 Ha

XYZ file:
```
57
Properties=species:S:1:pos:R:3:forces:R:3
Ir -1.07985 2.23822 0.13400 0.3 -0.3 0.2
Se -0.46487 2.95867 2.32913 0.0 0.1 0.1
Se -0.03658 5.24620 1.96208 0.0 -0.1 0.1
Se 1.66712 4.89601 0.43617 -0.1 0.0 0.0
Se 0.38356 3.63464 -1.09569 0.2 0.1 -0.2
C -3.68696 0.79449 -3.61833 0.0 0.0 0.0
O -4.10603 0.67542 -2.23866 0.0 0.0 0.1
C -3.21244 1.05776 -1.34944 0.0 -0.2 -0.1
O -2.11810 1.52812 -1.65181 0.0 0.1 0.1
N -3.62440 0.84790 -0.07630 0.0 0.1 0.2
N -2.81703 1.32027 0.98041 -0.2 0.0 -0.2
H -4.52090 0.41272 -4.19572 0.0 0.0 0.0
H -2.79071 0.19970 -3.77977 0.0 0.0 0.0
H -3.49123 1.83765 -3.85286 0.0 0.0 0.0
H -4.53700 0.46643 0.11457 0.0 0.0 -0.1
H -2.55944 0.55744 1.60084 0.0 -0.1 0.0
H -3.30802 2.03098 1.51936 0.0 0.0 0.0
C -0.21756 -0.71527 3.67450 0.0 0.0 0.0
Si -0.38256 -1.33516 1.90835 -0.1 -0.1 -0.1
C -2.15282 -2.02306 1.70058 0.0 0.2 0.0
C 0.60269 -2.93226 1.73122 0.1 0.0 0.0
Si 0.31144 0.31978 0.33788 0.0 0.1 -0.1
Si 2.62128 0.71475 0.80632 -0.1 -0.1 0.1
C 2.91572 1.68936 2.38097 0.0 0.1 -0.1
C 3.49496 1.48287 -0.66859 -0.1 0.1 0.0
C 3.51987 -0.91617 1.11538 0.0 0.0 0.0
Si 0.28454 -0.80914 -1.74065 0.0 0.0 -0.1
C -1.31992 -1.77741 -2.02597 0.0 0.0 0.0
C 0.59615 0.38114 -3.16446 0.0 0.0 0.0
C 1.64357 -2.10813 -1.87621 0.0 0.0 0.0
H -0.47931 -1.51105 4.37647 0.0 0.0 0.0
H -0.86027 0.14559 3.87428 0.0 0.0 0.0
H 0.80645 -0.40158 3.88252 0.0 0.0 0.0
H -2.42272 -2.59576 2.59117 0.1 -0.1 0.0
H -2.19578 -2.69801 0.84461 0.0 0.0 0.0
H -2.95723 -1.30269 1.55374 -0.1 0.1 0.0
H 0.29515 -3.62272 2.52201 0.0 0.0 0.0
H 1.67894 -2.79927 1.80759 0.0 0.0 0.0
H 0.39353 -3.41538 0.77497 0.0 0.0 0.0
H 2.39153 2.64263 2.39765 0.0 0.0 0.0
H 3.98842 1.88038 2.48220 0.0 0.0 0.0
H 2.59293 1.11229 3.24998 0.0 0.0 0.0
H 2.94728 2.32063 -1.09935 0.0 0.0 0.0
H 3.63761 0.73502 -1.45297 0.0 0.0 0.0
H 4.48326 1.83470 -0.36055 0.0 0.0 0.0
H 3.13965 -1.42854 1.99866 0.0 0.0 0.0
H 4.56930 -0.67976 1.31460 0.0 0.0 0.0
H 3.48663 -1.60718 0.27325 0.0 0.0 0.0
H -2.23568 -1.23108 -1.80119 0.0 0.0 0.0
H -1.32089 -2.67156 -1.39776 0.0 0.0 0.0
H -1.37247 -2.11537 -3.06498 0.0 0.0 0.0
H -0.01250 1.28236 -3.10957 0.0 0.0 0.0
H 0.40722 -0.11292 -4.12261 0.0 0.0 0.0
H 1.64217 0.69489 -3.15465 0.0 0.0 0.0
H 1.57742 -2.88455 -1.11317 0.0 0.0 0.0
H 2.63319 -1.65372 -1.80926 0.0 0.0 0.0
H 1.57166 -2.59125 -2.85490 0.0 0.0 0.0
```
Positions in Å, forces in eV/Å.

=====

A molecular structure, CNO4S at a distorted geometry. Source: the OMol25 dataset; level of theory: ωB97M-V/def2-TZVPD.

Results
**Total charge**: -1
**Highest occupied orbital energy (alpha / beta)**: -4.30 / -4.30 eV
**Lowest unoccupied orbital energy (alpha / beta)**: 3.1 / 3.1 eV
**Maximum force**: 6.5 eV/A
**Relative energy (zero: lowest compared OMol25 entry of this formula, charge and spin)**: 317.29 kJ/mol
**Orbital gap (alpha / beta)**: 0.2728 / 0.2728 Ha

XYZ file:
```
7
Properties=species:S:1:pos:R:3:forces:R:3
C 1.69376 -0.09800 0.12410 0.0 -0.1 -1.3
N -1.72288 0.10804 -0.31996 5.6 3.1 1.2
O 2.42117 -0.09004 -0.82550 0.1 0.5 -0.1
O -2.69904 0.57378 0.14450 -1.9 -0.7 -0.1
O 1.40017 -0.63620 1.12569 0.1 -1.2 1.8
O -1.36577 -0.93556 -0.74460 -1.5 -1.3 -0.5
S 0.11928 1.44443 0.01486 -2.3 -0.4 -1.0
```
Positions in Å, forces in eV/Å.

=====

2 unconnected molecules or ions with the total composition H2N3O2S at a distorted geometry. Source: the OMol25 dataset; level of theory: ωB97M-V/def2-TZVPD.

Results
**Total charge**: -1
**Highest occupied orbital energy (alpha / beta)**: -3.26 / -3.25 eV
**Lowest unoccupied orbital energy (alpha / beta)**: 1.4 / 1.4 eV
**Maximum force**: 2.4 eV/A
**Relative energy (zero: lowest compared OMol25 entry of this formula, charge and spin)**: 409.47 kJ/mol
**Orbital gap (alpha / beta)**: 0.1728 / 0.1709 Ha

XYZ file:
```
8
Properties=species:S:1:pos:R:3:forces:R:3
N 1.13437 0.08312 0.27293 0.8 0.3 0.6
N 0.02625 -0.67340 -0.11463 0.5 -0.1 -0.9
N -1.00425 -0.42036 0.59425 -1.8 1.3 0.9
O 0.21321 -1.61000 -0.92978 0.0 -0.2 -0.1
O -2.09487 -1.01522 0.39288 1.0 -0.2 -0.3
S -0.88629 2.51400 -0.22849 -0.1 -0.6 0.2
H 1.80715 0.09498 -0.48607 -0.4 -0.1 -0.1
H 0.80443 1.02689 0.49891 0.2 -0.4 -0.2
```
Positions in Å, forces in eV/Å.